This record from the OMol25 dataset describes a cluster of 11 separate species, C29H89O38P9 in total in a non-equilibrium geometry. The level of theory is ωB97M-V/def2-TZVPD.

```
165
Properties=species:S:1:pos:R:3:forces:R:3
C 0.561 0.397 -6.097 0.531 0.868 0.221
O -0.561 -0.332 -5.722 -1.722 -0.863 -0.118
P -0.497 -1.910 -5.556 0.090 -2.622 0.175
O -0.034 -2.753 -6.718 -0.695 2.112 2.215
O 0.353 -2.116 -4.192 0.185 -0.075 -3.351
C -0.040 -1.571 -2.983 -0.904 -0.320 1.865
O -2.006 -2.243 -5.034 1.607 0.574 -0.184
C -3.021 -2.463 -5.992 -0.559 -0.215 -0.686
H 0.442 1.364 -5.608 0.362 0.018 0.196
H 0.566 0.624 -7.163 0.248 -0.522 -0.105
H 1.425 -0.148 -5.717 0.483 0.466 -0.398
H -0.298 -2.443 -2.382 -0.278 0.338 0.424
H -0.912 -0.920 -3.054 0.002 0.042 -0.056
H 0.751 -1.058 -2.437 0.242 0.039 -0.484
H -2.711 -2.153 -6.990 0.001 0.050 -0.015
H -3.924 -1.919 -5.715 0.132 0.181 0.169
H -3.289 -3.518 -6.048 0.212 -0.064 0.147
C 4.250 -0.703 6.938 0.259 0.131 -0.591
O 5.479 0.008 6.534 0.492 -0.791 -1.484
P 6.187 -0.327 5.062 -0.034 -0.322 -0.058
O 7.613 0.113 4.859 -2.896 -0.549 0.905
O 5.905 -1.913 4.818 1.084 1.061 0.146
C 6.997 -2.848 5.067 -0.323 -0.193 0.482
O 5.093 0.229 3.987 1.141 -2.007 0.987
C 5.000 1.590 3.779 0.065 2.152 -0.082
H 3.882 -1.373 6.160 0.273 -0.039 -0.060
H 3.435 -0.004 7.119 0.365 0.344 0.072
H 4.442 -1.278 7.843 0.228 0.144 -0.071
H 7.807 -2.434 5.668 -0.221 0.293 0.018
H 7.457 -3.253 4.165 -0.420 0.343 -0.286
H 6.533 -3.664 5.621 0.134 -0.052 -0.030
H 4.051 1.975 4.151 -0.137 -0.085 -0.023
H 5.100 1.854 2.726 -0.143 -0.351 -0.124
H 5.787 2.155 4.279 0.114 -0.067 0.168
C -2.291 1.392 -0.115 -1.606 0.506 0.145
O -0.948 1.736 -0.090 3.427 -1.059 0.549
P 0.211 0.657 0.335 -0.755 0.005 -0.086
O -0.053 -0.779 0.024 0.212 1.997 0.886
O 1.488 1.276 -0.387 -0.384 0.187 -0.140
C 2.598 0.429 -0.730 0.203 -0.543 0.336
O 0.467 1.000 1.891 0.186 -0.796 -0.848
C 0.555 2.346 2.351 -0.910 1.102 0.183
H -2.816 2.076 0.553 -0.047 0.103 0.124
H -2.520 0.392 0.252 0.166 -0.208 -0.569
H -2.622 1.647 -1.121 -0.466 -0.683 0.075
H 3.542 0.931 -0.518 -0.280 0.400 -0.167
H 2.539 0.131 -1.777 -0.002 0.161 0.024
H 2.598 -0.471 -0.114 -0.165 -0.114 -0.058
H 0.493 3.089 1.557 0.006 -0.227 -0.242
H 1.439 2.610 2.932 0.273 -0.797 -0.098
H -0.313 2.521 2.987 0.043 0.051 0.053
C -3.274 8.771 3.167 0.879 0.922 -0.467
O -2.502 7.634 3.542 0.161 -1.264 0.116
P -2.130 6.429 2.551 1.142 0.025 0.306
O -1.302 5.353 3.188 -1.654 1.637 -1.010
O -3.544 6.040 1.906 1.465 0.551 0.121
C -4.528 5.356 2.636 -0.785 -1.137 -0.270
O -1.444 7.187 1.294 -0.648 -0.861 1.461
C -0.805 6.402 0.293 0.528 -0.077 -1.245
H -2.729 9.618 3.585 0.064 0.107 -0.217
H -4.275 8.876 3.584 -0.072 -0.938 -0.001
H -3.262 8.845 2.080 -0.346 0.218 0.054
H -4.477 5.345 3.725 0.314 0.738 0.018
H -4.447 4.302 2.368 -0.306 -0.100 -0.140
H -5.462 5.778 2.266 -0.190 -0.276 0.393
H -0.881 5.316 0.348 -0.490 0.022 0.617
H 0.265 6.608 0.262 -0.033 0.302 0.221
H -1.238 6.688 -0.666 0.025 0.041 0.032
C -0.490 -3.681 6.153 0.361 0.486 1.387
O -0.185 -3.644 4.747 1.412 -0.626 -0.255
P 1.358 -3.477 4.237 0.029 0.448 1.905
O 1.671 -3.780 2.818 -0.869 0.798 1.853
O 1.743 -1.958 4.793 -0.062 -2.901 -0.270
C 1.815 -0.896 3.886 -0.616 1.278 -0.781
O 2.160 -4.385 5.316 -1.049 0.346 -1.354
C 3.580 -4.441 5.230 0.745 0.321 0.593
H 0.271 -4.121 6.797 0.666 0.120 -0.591
H -1.343 -4.262 6.506 -0.519 -0.172 -1.445
H -0.658 -2.675 6.537 0.070 0.183 -0.316
H 1.047 -0.169 4.154 -0.067 0.033 0.031
H 1.585 -1.217 2.870 0.285 0.023 -0.063
H 2.776 -0.385 3.942 0.127 -0.339 -0.069
H 3.929 -3.825 6.059 0.352 0.062 -0.134
H 4.010 -4.080 4.296 -0.348 0.160 -0.096
H 3.963 -5.449 5.386 -0.494 -0.144 -0.010
C 4.030 -1.525 -6.418 0.717 0.017 -0.438
O 3.849 -2.904 -6.153 -0.112 -0.967 1.270
P 4.455 -3.644 -4.850 -0.904 -0.604 0.328
O 4.501 -5.123 -4.977 -0.009 1.820 0.056
O 3.507 -3.083 -3.623 1.254 0.219 -1.575
C 3.782 -3.369 -2.250 1.610 -0.969 0.298
O 5.903 -2.946 -4.657 -0.643 0.171 -0.519
C 6.937 -3.258 -5.637 0.665 -0.837 1.308
H 4.925 -1.450 -7.037 0.156 0.260 0.018
H 4.190 -0.932 -5.517 -0.273 0.005 0.037
H 3.209 -1.161 -7.035 -0.208 -0.136 0.353
H 4.844 -3.262 -2.028 0.275 0.567 -0.216
H 3.678 -4.432 -2.034 -0.930 0.071 0.015
H 3.266 -2.720 -1.543 -0.515 -0.156 -0.539
H 7.543 -2.389 -5.890 -0.749 0.346 -0.234
H 6.607 -3.859 -6.485 -0.341 0.430 -0.049
H 7.645 -3.883 -5.092 -0.015 -0.263 -0.064
C -4.817 -4.292 5.048 -0.178 0.975 0.956
O -4.725 -4.755 3.719 1.639 -0.124 -1.270
P -3.231 -4.716 2.996 -1.213 0.317 -2.533
O -3.214 -5.192 1.551 -0.096 0.567 3.751
O -2.289 -5.477 4.059 0.539 0.948 -0.462
C -2.364 -6.884 4.273 -1.433 -0.696 -0.422
O -2.869 -3.126 3.090 -1.435 -2.440 1.719
C -1.828 -2.615 2.328 1.136 0.846 -1.093
H -3.960 -3.665 5.295 0.259 -0.428 0.342
H -5.029 -5.077 5.774 0.643 -0.403 -0.183
H -5.648 -3.610 5.227 -0.356 0.054 -0.851
H -3.294 -7.192 3.793 -0.172 -0.485 0.371
H -2.392 -7.107 5.340 -0.103 0.346 0.008
H -1.614 -7.542 3.835 0.596 0.870 -0.303
H -2.231 -1.996 1.527 -0.074 -0.359 -0.291
H -1.206 -3.417 1.930 0.126 0.263 -0.177
H -1.228 -1.918 2.913 0.093 -0.274 0.343
C -3.329 0.603 -3.718 0.767 0.174 -0.679
O -3.943 -0.437 -2.964 -2.754 -0.179 1.346
P -5.466 -0.273 -2.384 -0.393 -0.310 1.552
O -6.045 -1.376 -1.519 1.790 2.124 -2.115
O -5.371 1.187 -1.605 -0.266 -1.417 -0.980
C -6.582 1.654 -1.007 -0.753 0.072 0.294
O -6.441 0.127 -3.609 1.295 -0.250 -0.146
C -6.906 -0.894 -4.530 -0.981 0.159 0.590
H -3.940 1.459 -4.001 -0.362 -0.299 0.226
H -2.936 0.109 -4.607 0.030 0.231 -0.052
H -2.484 0.998 -3.153 -0.042 -0.064 0.063
H -6.961 2.564 -1.472 0.512 0.183 -0.199
H -6.432 1.834 0.057 0.247 0.010 -0.041
H -7.426 0.968 -1.080 0.300 -0.449 -0.085
H -6.883 -0.574 -5.572 0.531 0.376 0.195
H -7.962 -0.978 -4.273 0.011 -0.517 -0.121
H -6.406 -1.856 -4.416 0.068 0.138 0.146
C -4.255 4.287 -0.897 0.213 0.574 0.570
O -2.863 4.276 -1.233 1.000 -0.239 -1.389
P -2.361 4.542 -2.731 0.311 0.938 0.969
O -2.872 3.641 -3.760 -0.433 0.216 -0.170
O -2.704 6.143 -2.836 0.112 -2.230 1.594
C -2.550 6.759 -4.057 -0.060 1.026 -1.944
O -0.767 4.554 -2.689 -1.646 1.106 0.275
C 0.103 3.486 -2.426 1.281 -0.476 -0.185
H -4.935 4.376 -1.744 0.242 -0.144 -0.143
H -4.316 5.173 -0.266 -0.613 -0.144 0.083
H -4.458 3.380 -0.328 -0.090 0.089 -0.138
H -3.498 6.863 -4.586 -0.153 -0.659 -0.153
H -1.818 6.215 -4.654 -0.058 0.294 -0.340
H -2.273 7.810 -3.969 0.583 -0.127 0.554
H 0.875 3.506 -3.196 0.021 0.069 -0.105
H -0.321 2.483 -2.461 -0.407 0.237 0.263
H 0.611 3.697 -1.486 -0.213 -0.396 0.119
C 0.886 -4.170 -0.338 -0.815 0.350 0.369
O 2.008 -4.637 0.292 2.175 -0.999 0.494
H 0.638 -3.216 0.128 -0.385 0.454 -0.644
H 1.135 -4.099 -1.396 -0.522 0.138 -0.067
H 0.062 -4.851 -0.122 -0.449 -0.043 -0.605
H 1.907 -4.485 1.235 0.094 -0.007 0.106
C 5.002 2.634 -3.014 -0.113 0.759 -0.016
O 4.256 3.463 -2.087 0.294 -1.094 -0.168
H 5.415 1.773 -2.489 -0.083 0.270 0.303
H 4.425 2.233 -3.848 -0.532 0.116 0.102
H 5.817 3.192 -3.476 0.183 0.050 0.192
H 4.047 4.333 -2.434 0.221 -0.145 -0.406
```
Forces are in eV/Å.

structure (SMILES)	COP(=O)(OC)OC.COP(=O)(OC)OC.COP(=O)(OC)OC.COP(=O)(OC)OC.COP(=O)(OC)OC.COP(=O)(OC)OC.COP(=O)(OC)OC.COP(=O)(OC)OC.COP(=O)(OC)OC.CO.CO
DFT total energy	-7090.32026	hartree
multiplicity	1
gap between HOMO and LUMO	8.97	eV
ΔE to the lowest compared entry with this formula, charge and spin	33.99	kcal per mole

Löwdin population analysis, charges in e, atoms 1 to 2: -0.1015 -0.2296